(1)
{
  "formula": "C3H3NO2P2",
  "method": "wB97M-V/def2-TZVPD",
  "species": ["C", "C", "C", "N", "O", "O", "P", "P", "H", "H", "H"],
  "xyz": [[-0.2864, 0.1939, -0.2377], [0.5458, 0.5184, 0.8956], [-1.7022, -0.4443, -0.0430], [1.8969, 0.6220, 0.3312], [0.2140, 0.0242, -1.4209], [0.2595, 0.8160, 2.0166], [2.9747, -0.6933, -0.0852], [1.8878, 0.6467, -1.3697], [-1.9806, -0.4967, -1.1009], [-2.1987, 0.2563, 0.5571], [-1.6108, -1.4433, 0.4569]],
  "forces_ev_per_angstrom": [[-3.0, -1.9, 2.2], [0.8, 1.0, -1.7], [3.2, -0.2, -1.1], [0.4, -0.3, 0.4], [2.0, 0.3, -0.8], [-0.4, -0.3, 0.9], [-0.4, 0.2, 0.0], [-0.1, 0.0, -0.7], [-0.9, -0.3, 0.6], [-1.4, 0.6, 0.7], [-0.2, 0.9, -0.5]],
  "nbo_charge": [0.306, 0.521, -0.660, -0.989, -0.675, -0.512, 0.379, 0.928, 0.232, 0.236, 0.234],
  "max_force_ev_per_a": 4.2,
  "e_tot_ev": -27319.7299,
  "lumo_ev": [-1.5, -0.8],
  "homo_lumo_gap_ev": [6.50, 7.57],
  "homo_ev": [-7.98, -8.41],
  "relative_energy_kcal_mol": 3.89
}

(2)
{
  "formula": "C3H3NO2S",
  "method": "wB97M-V/def2-TZVPD",
  "species": ["C", "C", "N", "S", "C", "O", "O", "H", "H", "H"],
  "xyz": [[0.0981, -0.0091, -0.0191], [0.2959, -1.3000, -0.6666], [0.4666, -1.4330, -2.0036], [0.8548, -3.0568, -2.3025], [0.6855, -3.5267, -0.5874], [0.7014, -4.5750, -0.0385], [0.4674, -2.3884, 0.0731], [0.6459, 0.7447, -0.6258], [0.2007, 0.1935, 1.1225], [-0.9716, 0.2465, -0.1782]],
  "forces_ev_per_angstrom": [[-1.4, 2.4, 1.1], [1.6, -0.8, -4.2], [-0.4, 0.2, 3.7], [-0.3, 0.0, 0.4], [0.1, -0.7, -1.4], [0.3, -0.6, 0.0], [-0.6, 1.1, 2.0], [-0.2, -0.4, 0.7], [0.5, -1.1, -2.1], [0.4, 0.0, 0.0]],
  "nbo_charge": [-0.706, 0.530, -0.617, 0.435, 0.579, -0.543, -0.455, 0.261, 0.263, 0.254],
  "smiles": "Cc1nsc(=O)o1",
  "max_force_ev_per_a": 4.6,
  "e_tot_ev": -19579.3855,
  "lumo_ev": 0.6,
  "homo_lumo_gap_ev": 9.91,
  "homo_ev": -9.29,
  "relative_energy_kcal_mol": 32.07
}

(3)
{
  "formula": "C3H3NO2S",
  "method": "wB97M-V/def2-TZVPD",
  "species": ["O", "C", "C", "O", "C", "N", "S", "H", "H", "H"],
  "xyz": [[-2.0718, -1.6753, -0.2408], [-1.2254, -0.9736, 0.2668], [-0.9991, 0.4677, -0.2325], [-1.8955, 1.0647, -0.7954], [0.2904, 1.1643, 0.1242], [1.4784, 0.7232, 0.0683], [1.7655, -0.8421, -0.5207], [-0.5912, -1.3130, 1.1099], [0.1875, 2.2237, 0.4291], [3.0613, -0.8397, -0.2089]],
  "forces_ev_per_angstrom": [[1.0, 0.7, 0.6], [-0.8, -0.8, -0.6], [-0.8, 0.7, -0.4], [1.0, -0.6, 0.5], [-0.1, 0.8, 0.1], [0.0, -0.3, -0.1], [-0.1, 0.1, 0.0], [-0.1, 0.1, -0.1], [-0.1, -0.6, -0.2], [0.1, 0.0, 0.0]],
  "nbo_charge": [-0.438, 0.319, 0.390, -0.433, -0.022, -0.492, 0.195, 0.137, 0.212, 0.132],
  "smiles": "O=CC(=O)/C=N\\S",
  "max_force_ev_per_a": 1.4,
  "e_tot_ev": -19577.6411,
  "lumo_ev": -1.3,
  "homo_lumo_gap_ev": 8.63,
  "homo_ev": -9.90,
  "relative_energy_kcal_mol": 72.30
}